15 unconnected molecules or ions with the total composition C58H144B2F20N9O30S4 in a non-equilibrium geometry. Source: the Open Molecules 2025 dataset; level of theory: ωB97M-V/def2-TZVPD.

XYZ file:
```
267
Properties=species:S:1:pos:R:3:forces:R:3
C -30.320 2.767 -4.889 -0.29 -0.83 1.01
O -31.544 3.317 -5.271 -0.83 0.41 -0.76
C -31.958 4.367 -4.431 0.88 0.39 0.78
C -32.943 3.818 -3.426 0.16 0.58 0.49
N -34.027 3.079 -4.086 -1.07 -0.65 0.97
H -34.597 3.754 -4.613 -0.18 -0.17 -0.18
H -33.703 2.350 -4.730 0.16 0.10 0.25
C -34.945 2.500 -2.960 0.31 1.23 -0.85
C -35.949 1.529 -3.496 0.16 0.47 0.54
O -35.201 0.368 -3.766 -1.11 -0.63 -0.95
C -36.039 -0.590 -4.448 0.08 -0.07 0.20
H -30.087 1.992 -5.620 0.53 0.42 -0.02
H -30.444 2.255 -3.919 0.11 -0.11 -0.06
H -29.620 3.571 -4.704 0.76 -0.07 -0.55
H -32.289 5.217 -5.035 -0.41 -0.23 0.12
H -31.102 4.747 -3.827 -0.35 -0.01 -0.44
H -33.424 4.592 -2.813 0.19 0.04 -0.51
H -32.442 3.168 -2.695 -0.08 -0.16 -0.52
H -35.474 3.389 -2.630 0.13 -0.03 0.52
H -34.261 2.109 -2.188 -0.57 0.02 -0.35
H -36.454 1.979 -4.386 0.33 -0.55 0.38
H -36.726 1.395 -2.706 0.43 -0.17 -0.46
H -36.538 -0.109 -5.309 0.16 -0.19 0.29
H -36.810 -1.001 -3.761 0.43 0.27 -0.35
H -35.399 -1.404 -4.803 -0.14 0.21 0.15
C -27.772 11.718 -4.254 -0.25 1.35 -0.22
O -26.704 11.610 -5.163 0.27 -0.06 -0.78
C -26.676 12.653 -6.119 0.21 0.26 0.04
C -25.874 12.238 -7.348 -0.04 -0.16 0.43
N -25.963 10.768 -7.526 0.55 0.81 -0.57
H -26.068 10.334 -6.614 -0.22 0.00 0.59
H -26.815 10.583 -8.065 -0.35 -0.27 0.00
C -24.744 10.256 -8.124 1.65 -0.26 -0.10
C -23.527 10.494 -7.186 1.18 -0.42 -0.75
O -23.971 10.255 -5.885 -0.48 0.00 -0.21
C -22.961 10.384 -4.922 1.35 0.42 -0.03
H -27.403 11.291 -3.365 0.16 -0.63 1.22
H -28.708 11.233 -4.545 0.19 -0.04 -0.41
H -27.961 12.799 -4.065 -0.11 -0.52 0.03
H -26.146 13.527 -5.695 -0.56 -0.07 -0.05
H -27.691 12.868 -6.442 -0.08 0.31 0.12
H -24.819 12.443 -7.241 0.10 0.28 0.24
H -26.220 12.747 -8.248 -0.14 -0.19 0.09
H -24.556 10.669 -9.126 -0.24 0.00 0.37
H -24.876 9.195 -8.205 -0.03 -0.62 -0.21
H -23.017 11.502 -7.289 -0.76 -0.81 0.03
H -22.712 9.738 -7.434 -0.92 0.79 -0.04
H -23.043 9.612 -4.162 -0.12 -0.04 -0.09
H -22.969 11.368 -4.459 -0.40 0.20 0.24
H -21.958 10.357 -5.397 -0.43 -0.47 0.23
C -29.629 7.695 -0.368 -0.23 0.21 -0.40
O -29.644 6.455 0.360 0.21 0.12 -0.62
C -29.891 5.361 -0.528 1.77 0.88 -0.63
C -29.126 4.093 -0.088 -0.45 -0.55 -0.23
N -27.838 3.856 -0.834 0.20 -0.52 -1.24
H -27.598 2.831 -0.888 -0.49 1.29 0.06
H -27.959 4.232 -1.805 0.22 -0.16 -0.07
C -26.653 4.596 -0.324 0.12 0.26 1.97
C -26.104 3.935 0.977 0.08 0.13 -2.35
O -26.586 4.594 2.096 1.30 -0.70 0.73
C -25.797 4.144 3.235 -0.71 -0.41 0.14
H -28.727 7.791 -1.027 -0.79 -0.29 0.40
H -29.575 8.523 0.355 -0.13 -0.41 -0.06
H -30.574 7.797 -0.980 0.95 -0.04 0.47
H -29.541 5.679 -1.569 -0.45 -0.63 1.05
H -30.954 5.182 -0.550 -0.13 -0.27 -0.04
H -29.798 3.252 -0.361 0.58 0.21 0.39
H -28.834 4.048 0.968 -0.60 0.22 -0.10
H -27.037 5.564 0.029 0.30 -0.01 -0.61
H -25.858 4.725 -1.083 -0.88 -0.21 0.19
H -25.029 4.001 0.837 0.47 0.21 0.61
H -26.297 2.851 0.950 -0.30 -0.05 0.36
H -26.263 4.652 4.071 0.43 0.19 0.24
H -24.687 4.325 3.159 -1.21 0.09 -0.18
H -25.982 3.056 3.405 0.30 0.59 -0.26
C -35.411 15.529 -6.348 0.01 0.70 -0.25
O -35.231 14.593 -7.394 0.22 -0.09 -0.68
C -34.121 14.610 -8.301 -0.72 -0.85 -0.57
C -33.804 13.128 -8.521 0.39 0.95 -1.14
N -34.950 12.447 -9.186 0.59 -0.08 0.44
H -35.833 12.696 -8.725 0.34 -0.25 0.35
H -35.022 12.856 -10.111 0.08 -0.30 -0.38
C -34.766 10.908 -9.229 0.52 0.66 -1.62
C -35.737 10.429 -8.203 0.23 -1.46 -0.08
O -35.422 11.170 -7.069 0.05 0.93 0.30
C -36.119 10.877 -5.871 -0.41 0.19 -1.16
H -34.709 15.441 -5.501 0.11 -0.09 -0.54
H -36.392 15.307 -5.976 -0.49 -0.23 0.38
H -35.490 16.578 -6.685 0.47 -0.35 -0.09
H -33.246 15.084 -7.896 0.38 0.42 0.22
H -34.355 15.040 -9.324 -0.08 0.12 1.24
H -33.581 12.657 -7.598 0.06 -0.65 0.72
H -32.992 12.957 -9.240 0.17 0.31 0.47
H -33.727 10.561 -9.027 -0.54 1.00 0.15
H -34.963 10.676 -10.294 -0.20 -0.32 1.06
H -35.622 9.347 -8.001 -0.08 0.38 -0.28
H -36.722 10.592 -8.636 -0.69 0.11 0.41
H -35.517 11.302 -5.077 -0.27 -0.10 0.27
H -36.175 9.807 -5.820 -0.07 -0.65 0.68
H -37.151 11.289 -5.929 0.45 -0.03 0.31
C -36.410 11.400 -0.631 -0.81 1.94 0.20
O -35.885 10.650 0.402 0.97 -0.97 0.04
C -36.579 9.463 0.698 -0.19 0.38 1.63
C -35.613 8.556 1.450 0.48 0.06 -0.32
N -34.419 8.382 0.526 -1.83 -1.09 0.12
H -34.515 7.484 -0.001 -0.40 1.05 0.02
H -34.448 9.143 -0.167 0.50 -0.15 -0.03
C -33.137 8.232 1.186 2.04 0.80 -0.57
C -32.839 6.764 1.454 0.90 -0.49 1.30
O -32.587 6.012 0.281 0.83 1.60 0.94
C -33.597 5.186 -0.149 -0.27 -1.17 -1.23
H -37.435 11.755 -0.416 0.32 0.31 0.49
H -36.589 10.911 -1.559 0.69 -0.98 -0.97
H -35.712 12.253 -0.726 -0.60 -0.31 -0.31
H -36.995 8.970 -0.162 -0.03 -0.22 -0.60
H -37.392 9.763 1.360 -0.35 -0.46 0.08
H -36.010 7.572 1.675 -0.29 -0.09 -0.08
H -35.245 8.995 2.392 -0.20 0.08 -0.53
H -33.050 8.938 2.061 -0.14 -1.01 -0.79
H -32.400 8.536 0.395 -0.41 -0.10 0.87
H -33.615 6.243 2.048 0.14 0.38 -0.10
H -31.886 6.734 2.028 -0.64 0.05 -0.20
H -34.247 5.743 -0.828 -0.57 -0.27 0.02
H -34.135 4.690 0.665 -0.03 0.09 -0.19
H -33.087 4.432 -0.794 -0.56 0.22 0.59
C -31.227 4.409 -11.310 0.70 -0.21 -0.33
O -32.575 4.717 -11.009 -0.29 -0.56 -0.84
C -32.802 5.308 -9.770 -0.82 -0.57 0.41
C -34.303 5.069 -9.401 -0.86 -0.17 0.18
N -34.864 3.636 -9.666 1.85 0.78 -0.40
H -35.810 3.654 -9.354 -0.97 -0.12 0.91
H -34.993 3.451 -10.688 0.98 -0.09 0.86
C -33.999 2.673 -8.889 -0.02 -0.92 0.34
C -34.623 1.295 -8.658 -0.65 0.79 -1.05
O -35.010 0.879 -10.020 0.19 0.73 2.46
C -35.395 -0.475 -9.947 1.01 -0.44 -0.97
H -30.563 5.284 -11.306 -0.37 0.19 -0.24
H -31.159 3.903 -12.307 -0.33 0.54 0.95
H -30.788 3.757 -10.547 -0.20 -0.30 0.03
H -32.766 6.388 -9.864 0.40 0.42 0.25
H -32.043 4.942 -9.062 -0.45 0.16 0.26
H -34.900 5.693 -10.054 -0.08 0.24 -0.27
H -34.670 5.314 -8.354 1.03 -0.29 -1.11
H -33.671 3.194 -7.975 -0.45 -0.31 -0.24
H -33.105 2.422 -9.435 0.28 0.67 -0.69
H -35.453 1.349 -7.926 0.08 -0.28 -0.91
H -33.878 0.613 -8.226 0.09 0.12 -0.30
H -35.721 -0.750 -10.951 -0.01 -0.21 0.20
H -36.165 -0.650 -9.227 -0.75 -0.02 0.48
H -34.507 -1.057 -9.651 -0.33 -0.17 -0.22
C -31.021 19.524 1.267 0.88 0.59 0.05
O -30.905 18.676 0.148 -0.34 -0.62 -0.24
C -29.541 18.520 -0.216 -1.02 0.20 -0.37
C -29.703 17.893 -1.594 0.44 -0.42 -0.10
N -30.511 16.618 -1.430 0.78 -0.65 -0.12
H -31.352 16.807 -0.920 -0.90 0.75 0.07
H -30.753 16.233 -2.360 -0.04 0.09 0.42
C -29.932 15.443 -0.646 -0.41 -0.67 -1.15
C -30.884 14.231 -1.009 0.13 0.82 2.09
O -31.110 14.148 -2.350 0.82 0.71 -1.24
C -32.001 13.123 -2.799 -0.11 0.95 0.69
H -31.987 19.453 1.752 -0.10 -0.27 -0.14
H -30.876 20.548 0.879 0.05 -0.16 0.67
H -30.206 19.205 1.936 -0.46 0.64 0.39
H -29.066 17.833 0.474 0.38 -0.21 0.25
H -29.019 19.494 -0.129 -0.06 -0.52 -0.70
H -28.799 17.566 -2.103 0.26 0.25 0.18
H -30.266 18.548 -2.268 0.05 -0.16 0.27
H -29.891 15.681 0.415 -0.51 -0.05 -0.02
H -28.908 15.289 -0.940 0.33 -0.10 -0.51
H -31.812 14.467 -0.482 -0.43 -0.08 0.20
H -30.537 13.290 -0.575 0.39 0.06 0.01
H -31.880 12.239 -2.211 0.36 -0.85 0.15
H -31.744 12.988 -3.831 -0.25 -0.36 -0.44
H -33.023 13.460 -2.625 -0.18 0.03 -0.37
C -39.312 11.474 -11.414 1.71 -2.80 -1.04
O -39.866 11.057 -10.187 -0.27 0.45 0.36
C -40.975 10.219 -10.409 -0.12 -1.04 0.85
C -41.944 10.283 -9.168 1.90 -0.52 -1.31
N -41.360 10.257 -7.812 0.69 1.92 0.74
H -42.167 10.363 -7.195 0.15 0.28 0.27
H -40.920 9.429 -7.422 0.52 -0.82 -0.38
C -40.385 11.472 -7.519 -1.59 -0.47 -0.02
C -40.912 12.162 -6.302 -1.35 0.66 0.05
O -41.128 11.155 -5.318 1.07 0.91 0.19
C -40.927 11.688 -3.981 -0.89 -0.76 -0.41
H -39.952 11.912 -12.140 -1.03 0.83 -0.10
H -38.918 10.558 -11.907 -0.38 0.14 -0.05
H -38.382 11.991 -11.326 0.21 1.02 0.81
H -40.688 9.178 -10.749 -0.10 1.02 0.58
H -41.548 10.671 -11.193 -0.65 -0.05 -0.68
H -42.696 9.524 -9.192 -0.53 -0.40 -0.35
H -42.353 11.254 -9.236 -0.92 0.94 0.03
H -40.352 12.109 -8.395 -0.11 -0.13 -0.01
H -39.420 11.071 -7.328 0.77 -0.58 0.02
H -41.907 12.660 -6.525 0.87 -0.35 0.09
H -40.234 13.005 -6.011 -0.30 -0.90 0.01
H -40.207 12.500 -4.057 0.07 -0.01 0.41
H -40.553 10.858 -3.352 -0.25 0.58 -0.28
H -41.918 12.058 -3.659 0.64 -0.04 0.32
C -39.791 8.472 -1.393 -1.71 -1.42 -0.50
O -39.039 8.852 -2.513 -0.49 0.34 -0.39
C -37.940 8.017 -2.798 0.00 1.79 0.12
C -38.218 6.624 -3.146 -0.30 -2.84 -0.44
N -38.592 6.463 -4.605 0.28 -1.86 -0.22
H -38.008 7.072 -5.195 -0.26 -0.23 0.12
H -38.339 5.445 -4.839 -0.27 1.35 -0.18
C -40.056 6.659 -4.891 0.07 0.06 1.47
C -40.344 6.748 -6.340 -0.66 0.00 -0.85
O -39.798 7.969 -6.836 0.62 -0.05 0.14
C -39.421 7.856 -8.206 -0.08 0.69 -0.54
H -39.253 7.884 -0.647 0.27 0.23 0.05
H -40.686 7.853 -1.698 0.87 0.10 0.11
H -40.278 9.334 -1.000 0.13 0.87 0.62
H -37.321 8.042 -1.909 0.63 -0.22 -0.23
H -37.476 8.529 -3.669 0.27 -0.45 0.78
H -39.007 6.026 -2.636 0.35 1.03 0.23
H -37.327 5.989 -2.958 -0.23 0.60 -0.35
H -40.313 7.639 -4.506 0.00 0.19 0.49
H -40.639 5.898 -4.294 0.70 0.63 -0.98
H -41.440 6.829 -6.456 0.29 -0.59 -0.08
H -39.913 5.935 -6.928 -0.30 -0.25 0.10
H -38.696 7.097 -8.471 -0.43 -0.88 0.31
H -38.832 8.717 -8.467 0.02 0.92 0.03
H -40.330 7.875 -8.828 0.38 -0.53 -0.09
C -38.684 3.976 0.471 -0.12 -0.54 0.82
F -39.619 4.898 0.428 -0.95 1.17 0.41
F -38.803 3.281 1.629 0.57 0.89 -0.47
F -38.993 3.114 -0.479 0.34 -0.51 -0.90
S -37.011 4.796 0.187 -0.08 -0.02 -0.85
O -36.493 3.862 -0.803 0.63 0.00 0.49
O -37.235 6.115 -0.476 -0.06 -0.99 1.53
O -36.404 4.814 1.512 -0.25 0.46 -1.05
C -32.534 8.971 -4.290 -0.35 0.84 -0.58
F -32.079 10.206 -3.951 -0.92 -0.25 0.07
F -33.017 9.080 -5.570 0.26 -0.38 1.21
F -31.459 8.222 -4.278 0.06 -0.96 -0.14
S -33.898 8.333 -3.083 1.42 1.61 0.77
O -35.129 8.879 -3.609 -0.04 -0.23 -0.18
O -33.796 6.878 -3.069 0.09 0.94 0.10
O -33.451 9.062 -1.850 -0.56 -1.45 -1.35
C -26.062 6.749 -4.691 1.20 -0.05 -1.68
F -24.965 6.088 -4.396 0.95 -0.99 0.62
F -25.630 7.972 -5.042 -0.72 0.51 0.30
F -26.540 6.185 -5.822 -0.62 0.23 0.71
S -27.158 6.729 -3.255 -3.00 -0.87 -0.36
O -27.558 5.295 -3.142 0.61 0.66 -0.12
O -26.362 7.174 -2.145 0.11 0.36 -0.10
O -28.299 7.524 -3.704 1.15 -0.09 0.64
C -29.875 8.839 -8.172 0.91 0.65 -1.16
F -30.215 8.442 -9.401 -0.40 0.02 -0.60
F -30.739 8.302 -7.348 -0.63 0.14 0.90
F -28.683 8.250 -7.952 0.20 0.58 0.45
S -29.830 10.814 -8.200 1.08 -1.56 1.80
O -30.810 11.132 -7.157 1.06 0.20 -0.89
O -28.389 11.104 -7.862 -2.72 -0.22 -0.33
O -30.171 11.134 -9.551 -0.30 0.32 -0.30
B -36.889 4.041 -6.474 0.01 -0.17 3.00
F -36.109 4.691 -5.348 -0.16 -0.52 -1.30
F -37.007 4.984 -7.492 0.13 -1.40 0.41
F -36.238 2.766 -6.715 -1.08 2.24 -0.21
F -38.165 3.816 -5.743 1.09 0.28 -1.48
B -36.629 7.855 -10.967 0.01 -1.27 -1.90
F -35.726 7.099 -11.843 -0.62 0.56 1.80
F -35.953 8.975 -10.436 -0.37 -0.95 0.21
F -37.654 8.291 -11.804 -0.38 0.39 0.36
F -37.224 6.994 -9.958 1.11 0.80 -0.48
```
Forces are in eV/Å.

Results
* multiplicity: 1
* HOMO: -13.67 eV
* charge: +3
* energy above the lowest of the compared OMol25 structures with the same formula, charge and spin: 350.43 kJ/mol

Mulliken population analysis, charges in e, atoms 1 to 5: C -0.94; O -0.13; C 0.04; C 0.30; N 0.86